(1)
The following is a DFT calculation (ωB97M-V/def2-TZVPD) of 8 unconnected molecules or ions with the total composition C54H127N7O9.

Structure (ORCA input):
```
! wB97M-V def2-TZVPD RIJCOSX def2/J DEFGRID3
* xyz 6 1
O 1.57 -1.12 -1.22
O 5.40 -0.96 4.29
O -1.35 9.52 3.69
O -1.24 -3.86 -3.94
O -4.31 -2.49 3.82
O 3.82 -2.43 -2.03
O 2.79 -3.24 0.73
O 1.48 -0.82 0.99
O -5.97 2.97 -0.12
N -0.28 6.98 1.92
N 2.44 -5.34 -3.01
N -3.75 -3.04 2.64
N -5.05 2.91 -1.19
N -1.61 -0.54 -4.28
N 4.24 1.50 2.74
N 4.90 -5.19 1.89
C 3.57 -2.98 -3.33
C 3.47 0.44 3.61
C -4.97 3.18 -3.70
C 1.71 -5.26 -4.36
C -5.78 -3.72 1.43
C -3.79 4.14 -3.46
C -1.04 7.00 3.32
C 3.76 -4.51 -3.16
C -2.27 -2.96 2.67
C -3.74 3.68 -0.92
C 5.28 -4.24 3.01
C -1.90 -2.94 -3.11
C 5.50 -0.25 1.19
C -0.91 0.80 -4.02
C -0.09 0.32 -0.42
C 5.94 -1.78 5.37
C -3.14 -0.38 -4.32
C -0.87 8.23 4.16
C 0.37 4.40 1.94
C 1.06 -0.66 -0.18
C -4.65 -5.45 2.97
C 2.45 -4.10 1.76
C -1.69 -3.81 3.82
C -6.75 1.80 -2.56
C 5.58 0.93 2.15
C 4.29 -0.26 4.75
C -3.95 5.18 -0.40
C -1.24 -1.52 -3.15
C 2.85 -6.79 -2.83
C -0.96 8.04 1.00
C -1.14 -1.08 -5.67
C 0.57 0.93 -4.16
C -0.40 5.53 1.29
C -2.92 3.78 -2.26
C -5.84 3.07 -2.47
C 1.53 -4.81 -1.88
C 3.32 -5.37 1.85
C -2.10 -4.76 0.75
C -4.47 -4.25 1.95
C -2.77 9.71 3.69
C 4.71 2.67 3.71
C -0.23 8.44 -0.30
C 1.19 7.35 2.04
C -1.91 -5.07 -4.28
C -1.36 -0.13 -6.86
C 5.52 -6.60 2.13
C -6.71 4.37 -2.49
C 3.22 2.10 1.60
C -3.68 -4.77 0.74
C 3.83 3.25 0.82
C -2.84 2.81 0.03
C -1.77 -1.46 2.87
C -1.67 -3.35 1.29
C 5.46 -4.66 0.55
H 2.30 2.24 2.16
H -2.18 -0.84 2.07
H 6.48 -0.33 0.72
H 6.21 -1.27 6.30
H -4.63 2.22 -4.08
H -5.68 -2.72 1.01
H -0.91 -0.44 -7.80
H 1.65 6.80 2.86
H -1.89 -4.88 3.86
H 5.04 -7.03 3.01
H 4.76 -3.29 2.83
H -5.19 -6.28 2.51
H 0.18 8.33 4.44
H 1.35 -3.74 -1.94
H -7.17 1.61 -3.55
H 1.64 7.11 1.08
H 5.14 -2.42 5.73
H -6.16 5.31 -2.50
H -0.05 5.74 0.28
H -0.99 8.97 1.58
H 3.57 -0.99 5.12
H 0.85 -5.94 -4.29
H -5.31 -5.20 3.80
H 5.35 -3.57 0.56
H 0.67 9.05 -0.22
H -0.69 -1.51 2.74
H -4.23 5.22 0.65
H -3.01 5.70 -0.58
H -3.30 0.45 -5.00
H -0.08 -1.29 -5.57
H 2.02 -7.46 -3.03
H 4.47 0.46 5.55
H -0.15 -1.56 -3.12
H -4.00 -4.16 -0.10
H 3.16 -6.02 0.99
H 6.48 -5.04 0.55
H -2.56 2.80 -2.57
H -1.91 -3.30 -2.08
H 3.07 -0.30 2.92
H -0.21 0.52 -1.49
H -1.10 0.15 -0.06
H -3.28 9.47 2.75
H -0.61 -3.71 3.90
H -1.66 -5.03 -0.20
H 1.44 -4.48 1.65
H 2.58 0.89 4.06
H 6.60 -6.47 2.14
H -1.96 7.64 0.87
H 3.35 -6.81 -1.86
H -3.14 8.99 4.42
H -5.54 3.55 -4.55
H -1.44 1.56 -4.60
H -7.38 4.30 -3.35
H -2.65 1.82 -0.40
H -0.59 -3.30 1.29
H -7.62 1.87 -1.91
H -0.89 8.96 -0.99
H 4.36 -4.78 -2.29
H -1.99 -0.98 3.83
H 4.32 -2.57 -4.01
H 6.13 1.72 1.63
H 5.11 3.56 3.22
H 6.36 -4.09 3.05
H 3.30 1.26 0.90
H 1.18 8.42 2.27
H -0.55 6.27 3.96
H 2.46 -3.48 2.66
H 5.31 -1.17 1.74
H 4.78 -0.13 0.38
H -3.66 -1.29 -4.59
H 6.25 0.79 3.00
H 5.32 2.18 4.47
H -2.94 10.72 4.06
H 4.33 -4.98 -3.97
H -1.51 -1.03 -2.22
H -2.42 -0.01 -7.05
H 0.85 0.81 -5.20
H -7.44 4.32 -1.68
H 2.46 -5.62 -5.06
H -2.07 -5.79 -3.47
H -2.09 6.83 3.07
H 0.01 4.29 2.96
H -3.52 0.01 -3.37
H -1.92 -2.66 0.48
H 1.08 0.19 -3.55
H 3.03 3.45 0.11
H 1.44 4.59 2.09
H -2.02 4.39 -2.15
H 0.60 -5.37 -1.95
H 2.98 -5.93 2.73
H -4.65 5.77 -0.99
H -6.24 -4.39 0.72
H 0.33 3.46 1.39
H -2.94 -2.93 -3.45
H 1.00 1.89 -3.86
H -4.15 5.17 -3.41
H 4.83 -4.83 -0.33
H -1.83 3.21 0.07
H 4.76 2.96 0.34
H 5.25 -7.18 1.25
H 6.84 -2.30 5.03
H 2.59 -2.59 -3.60
H -6.29 0.90 -2.17
H 4.89 -4.68 3.93
H -3.15 4.21 -4.34
H 3.74 -7.02 -3.42
H -1.44 5.23 1.27
H 1.41 -4.23 -4.55
H 3.73 2.98 4.08
H 0.09 1.23 0.15
H 2.15 -2.52 0.68
H -1.33 7.94 5.11
H -1.12 1.23 -3.04
H 3.04 -2.07 -1.60
H -0.98 0.86 -6.60
H -3.24 2.60 1.02
H -1.77 -1.97 -5.71
H -6.37 -3.60 2.35
H -1.29 -5.57 -5.02
H -3.70 -5.80 3.37
H -2.87 -5.08 -4.79
H -2.16 -3.56 4.77
H 4.00 4.03 1.56
H 1.98 -5.10 -0.93
H -4.01 -5.79 0.54
H 0.28 7.73 -0.95
H -1.76 -5.56 1.40
*
```

F_max = 10.19 eV/A
Energy above the lowest of the compared OMol25 structures with the same formula, charge and spin = 3.064 eV
DFT total energy = -3191.35804 Ha
Kohn-Sham gap = 4.10 eV
HOMO level = -19.951 eV

***

(2)
The following is a DFT calculation (ωB97M-V/def2-TZVPD) of 9 unconnected molecules or ions with the total composition C54H131N8O6.

Structure (ORCA input):
```
! wB97M-V def2-TZVPD RIJCOSX def2/J DEFGRID3
* xyz 7 1
O 0.05 -1.40 -1.87
O -1.76 -0.15 -1.52
O 2.40 4.06 0.53
O -0.76 -2.54 3.55
O -4.29 4.51 -1.88
O -4.21 -0.77 -0.92
N 0.06 -5.01 -0.11
N 4.29 -0.71 -1.95
N -5.76 -1.74 1.36
N 0.98 -0.74 5.50
N -0.08 -2.70 -5.43
N -1.37 3.55 -2.76
N -1.18 5.10 2.98
N 4.66 3.82 2.46
C 1.74 -2.03 5.24
C 3.87 -1.39 -0.60
C 4.40 2.77 1.28
C 0.97 -4.94 -5.38
C 0.47 -1.22 -5.52
C 1.27 -0.34 6.94
C 3.12 -0.56 -2.91
C 1.37 -5.75 0.40
C -1.08 -1.22 3.97
C -0.01 -3.82 0.83
C 6.16 3.65 2.83
C 0.80 6.42 3.68
C 0.14 -4.90 -6.68
C -3.46 5.08 1.92
C -2.65 5.59 3.11
C 3.72 -0.31 -4.32
C -0.55 -0.88 5.44
C -4.96 5.38 2.08
C -1.44 -2.75 -4.65
C -0.41 5.66 4.19
C 5.20 -1.58 -2.90
C -2.76 3.02 -3.21
C -0.32 2.52 -3.32
C 2.82 2.74 0.93
C 5.08 -1.74 0.27
C 5.15 -0.92 -4.32
C -2.60 -4.93 -0.32
C -3.85 4.13 -3.15
C -0.46 5.72 1.74
C -3.50 -4.05 -4.14
C 2.30 -4.60 0.93
C 1.53 0.38 4.54
C -1.04 3.53 2.89
C -0.98 4.88 -3.40
C -5.63 -0.22 1.02
C 0.50 6.85 2.23
C -6.87 -1.93 2.44
C 1.44 -3.38 1.03
C 3.73 3.59 3.68
C -4.52 -2.26 2.16
C 4.78 -2.17 1.70
C -0.35 -3.37 -6.82
C 1.01 -3.56 -4.81
C -1.20 3.56 -1.23
C 0.02 0.02 0.04
C -3.83 -5.81 -0.09
C -6.19 -2.64 0.24
C -0.60 -0.51 -1.21
C -2.05 -4.16 -4.39
C 4.54 5.29 2.01
C -4.43 0.15 0.14
C 4.95 0.71 -1.72
C -1.30 -5.81 -0.10
C 0.36 -4.53 -1.55
H 1.66 -2.90 1.98
H 3.49 5.57 2.13
H 1.83 -6.25 -0.45
H 2.71 3.82 3.38
H -4.56 1.15 -0.28
H 1.41 6.95 1.64
H 4.86 -2.61 -2.73
H -3.87 -6.41 0.81
H 1.74 5.87 3.64
H 6.13 -1.60 -2.33
H -3.37 4.01 1.72
H 6.45 4.35 3.61
H -3.67 -3.37 -3.30
H 0.83 -5.19 -7.47
H 2.66 2.07 0.09
H -1.39 -3.23 -7.12
H -0.12 4.85 4.86
H -3.12 5.64 1.05
H 1.65 -2.63 0.26
H 3.79 2.57 4.05
H -0.36 2.54 -4.41
H -2.94 2.19 -2.53
H -3.63 5.01 -3.76
H 1.10 -3.32 -3.75
H -3.82 -6.55 -0.89
H 0.13 4.95 1.24
H 2.81 -1.80 5.33
H 3.82 0.75 -4.58
H -2.17 -1.30 3.94
H -6.70 -1.33 3.34
H -1.54 2.62 -0.79
H 1.23 -1.25 -6.30
H 0.54 -5.55 -4.59
H -1.24 4.84 -4.46
H -1.38 3.24 1.90
H 1.38 -2.81 5.91
H 0.06 5.11 -3.18
H -0.40 -4.17 1.79
H 1.14 -1.17 7.63
H 5.11 -1.63 -5.15
H 0.76 0.55 7.33
H -0.15 3.73 -0.96
H -1.04 -6.53 -0.87
H 1.98 -5.31 -5.56
H -0.34 -0.61 -5.93
H 2.56 4.07 -0.42
H 1.94 -3.11 -5.18
H 4.06 -1.57 2.25
H -3.48 0.13 0.67
H 5.03 5.91 2.77
H -5.38 0.17 2.01
H -4.69 -5.15 0.04
H -0.81 -0.44 3.26
H -1.53 -4.57 -3.52
H 4.60 -3.24 1.76
H -4.38 -1.70 3.08
H -4.73 3.72 -3.66
H -1.26 -2.25 -3.70
H -0.89 -1.65 6.13
H -1.82 4.44 -1.04
H -2.71 -4.56 -1.34
H -1.30 -6.27 0.89
H 4.06 4.28 4.46
H -3.09 5.02 3.92
H -7.73 -1.37 2.08
H -2.74 -4.22 0.49
H 0.01 3.25 3.04
H -4.13 -3.71 -4.96
H -6.96 -2.13 -0.35
H 3.15 -0.72 -0.14
H 5.80 -0.92 0.29
H -1.00 6.34 4.80
H 0.94 0.54 -0.24
H -0.67 -3.01 0.53
H 5.65 -2.57 -0.14
H -6.51 -3.62 0.59
H -1.59 5.55 -2.79
H 0.71 2.85 -3.16
H -5.53 4.81 2.82
H -0.56 -3.98 -1.76
H 2.62 -1.52 -2.79
H -3.33 -0.51 -1.21
H -3.61 -2.05 1.60
H -6.61 0.10 0.66
H 1.41 0.05 3.51
H 1.06 1.35 4.67
H -2.08 -2.15 -5.30
H -0.58 1.49 -3.07
H -4.29 5.46 -1.79
H 2.33 -0.07 6.89
H -7.03 -2.97 2.73
H -2.53 6.67 3.26
H 3.14 -4.36 0.27
H 5.69 -2.11 2.30
H -0.87 -3.21 4.23
H 0.58 -5.33 -2.25
H 2.41 0.20 -2.59
H 4.87 5.39 0.98
H -2.64 2.59 -4.20
H -1.22 6.12 1.07
H 0.04 7.84 2.16
H 0.75 -0.82 -4.54
H 1.66 -2.15 4.16
H 2.60 0.47 4.69
H 4.54 1.21 -0.85
H 6.02 0.52 -1.72
H -5.13 6.44 1.93
H 3.19 -0.87 -5.09
H 4.87 1.85 1.61
H 2.74 -4.87 1.89
H -1.78 -4.85 -5.19
H -0.68 0.73 0.48
H 0.33 -0.84 0.63
H 5.03 3.10 0.45
H 5.90 -0.15 -4.50
H 6.37 2.67 3.26
H -1.61 3.17 3.74
H 2.19 2.31 1.71
H -0.63 -5.68 -6.69
H -1.11 0.00 5.78
H 0.36 -2.80 -7.42
H 3.39 -2.33 -0.89
H -5.32 5.13 1.08
H 1.00 7.26 4.35
H 6.75 3.75 1.92
H 1.06 -3.70 -1.57
H 4.89 1.24 -2.67
H -3.92 -4.95 -3.69
H 1.17 -6.51 1.16
H -4.48 -3.29 2.52
H -5.38 -2.83 -0.46
*
```

F_max = 4.05 eV/A
DFT total energy = -3022.41442 Ha
Kohn-Sham gap = 9.12 eV
HOMO level = -23.012 eV